ORCA calculation (ωB97M-V with the def2-TZVPD basis set) on 2 unconnected molecules or ions with the total composition C4H5N2P.

```
12
C4H5N2P ωB97M-V with the def2-TZVPD basis set
C 1.16945 -0.61189 1.81808
C 1.19354 -0.72858 -2.05641
C -1.47018 0.96360 -0.10051
C 0.06364 -0.45201 1.03899
N 2.02626 -0.83537 2.57925
N -0.35992 0.66453 0.50931
P -0.14235 -0.14548 -2.52828
H 2.11452 -1.21204 -2.11819
H -2.27385 0.23913 -0.27125
H -1.85087 1.93705 -0.48250
H -0.70341 -1.32850 0.98470
H 0.23318 1.50955 0.62680
```

Calculated values
**HOMO-LUMO gap (alpha / beta)**: 7.852 / 7.852 eV
**Energy relative to the best compared isomer or geometry (same formula, charge and spin)**: 89.8 kcal per mole
**LUMO (alpha / beta)**: 0.07 / 0.07 eV


ORCA calculation (ωB97M-V with the def2-TZVPD basis set) on 8 unconnected molecules or ions with the total composition C28H75N3O13.

```
119
C28H75N3O13 ωB97M-V with the def2-TZVPD basis set
C 0.95647 -2.93951 -0.12102
O 1.99138 -2.84498 0.88172
C 2.54342 -4.14193 1.17462
C 3.64937 -3.95522 2.27075
N 3.18146 -3.30353 3.49920
C 1.99347 -3.76358 4.17589
C 1.94793 -3.18714 5.54928
O 1.62521 -1.81613 5.34285
C 1.76616 -0.99190 6.48922
H 0.53171 -3.94803 -0.05671
H 1.40754 -2.78456 -1.11483
H 0.23981 -2.12966 0.11035
H 3.06207 -4.53936 0.30288
H 1.84749 -4.90379 1.56564
H 4.32271 -3.25164 1.80439
H 4.12533 -4.88680 2.59074
H 2.97193 -2.34201 3.24930
H 2.10409 -4.84266 4.28902
H 1.06393 -3.50081 3.61658
H 2.93275 -3.32510 6.01184
H 1.21554 -3.71792 6.16329
H 2.67857 -1.25381 7.07626
H 0.91318 -1.08067 7.18154
H 1.76569 0.02785 6.17444
C 2.96540 -0.07519 -0.86199
O 3.59256 1.15574 -1.21574
C 3.57525 1.34332 -2.60726
C 4.07883 2.68603 -2.98413
N 3.22384 3.71212 -2.40523
C 3.69581 5.07221 -2.57469
C 3.43178 5.82879 -1.29826
O 4.06238 5.23395 -0.17908
C 5.47462 5.28519 -0.21306
H 1.89113 -0.12525 -1.19488
H 3.10660 -0.17586 0.20177
H 3.47965 -0.90041 -1.32923
H 2.51161 1.23030 -3.06144
H 4.14204 0.58136 -3.13102
H 4.05759 2.71446 -4.10742
H 5.10016 2.79945 -2.64068
H 3.18600 3.54206 -1.42474
H 3.19137 5.61680 -3.42507
H 4.79137 4.97281 -2.79034
H 2.34885 5.76495 -1.04806
H 3.68232 6.86963 -1.38840
H 5.81878 4.30441 -0.49446
H 5.80209 5.48541 0.79623
H 5.86892 6.02119 -0.93526
C -4.54934 -7.13695 -0.25260
O -3.48861 -6.25795 -0.22250
C -3.82816 -4.97533 0.35626
C -2.54641 -4.15603 0.63471
N -2.83614 -2.83292 1.14962
C -2.76616 -2.46856 2.51807
C -1.41168 -2.08686 3.07114
O -1.05959 -0.83212 2.46652
C 0.25574 -0.34957 2.64111
H -5.50741 -6.66687 -0.55697
H -4.71936 -7.61535 0.72818
H -4.37276 -7.96227 -0.96845
H -4.30432 -5.17691 1.30162
H -4.48662 -4.39526 -0.35264
H -1.86946 -4.04560 -0.22374
H -1.94325 -4.70336 1.33034
H -2.70340 -2.03124 0.52223
H -3.14492 -3.25691 3.15765
H -3.44744 -1.56812 2.67682
H -0.60460 -2.78150 2.73113
H -1.38737 -1.93303 4.14815
H 1.06617 -1.03363 2.28557
H 0.52516 -0.06711 3.65847
H 0.32771 0.52889 2.03916
O -5.07446 -0.33360 -0.12671
C -5.41988 0.99136 -0.51020
C -6.96866 0.94237 -0.45364
O -7.39625 0.46553 0.83792
H -4.12319 -0.27730 0.07612
H -4.92733 1.66047 0.22098
H -5.11651 1.25029 -1.56655
H -7.39130 0.31727 -1.28131
H -7.45051 1.89035 -0.57178
H -6.83935 -0.29183 1.10369
O 1.44337 0.37264 -5.27862
C 0.82134 -0.65384 -4.55693
C -0.71660 -0.66052 -4.59960
O -1.07367 -1.74975 -3.78664
H 1.03810 1.20822 -4.96207
H 1.19324 -1.61180 -4.92169
H 1.10260 -0.68267 -3.51131
H -1.04368 -0.72819 -5.62152
H -1.02489 0.31781 -4.24877
H -2.05747 -1.80443 -3.70882
C -0.91212 4.50089 -3.38468
C 0.11490 3.96482 -4.40337
O 0.78593 2.87002 -3.76378
H -1.61654 3.73103 -3.12388
H -1.49954 5.30326 -3.88219
H -0.41086 4.83248 -2.49144
H 0.85475 4.69364 -4.63713
H -0.40033 3.60666 -5.28089
H 1.56878 3.22151 -3.30278
C -1.25176 3.26250 2.37432
C -0.58122 4.30500 1.48578
O -1.59899 4.89065 0.62893
H -1.81682 2.55404 1.71430
H -1.91192 3.72076 3.09627
H -0.56941 2.65713 2.97749
H 0.18050 3.79378 0.88488
H -0.12111 5.12733 2.03224
H -2.37418 4.90893 1.17674
C -1.04717 1.45248 -1.04458
C -1.65240 0.04290 -1.05569
O -2.29770 -0.14744 0.19247
H -0.80382 1.86218 -2.04052
H -0.15628 1.44965 -0.42829
H -1.83391 2.14417 -0.63925
H -0.83908 -0.72518 -1.26339
H -2.32358 -0.05711 -1.93100
H -1.57497 -0.30445 0.82224
```

Calculated values
**HOMO-LUMO gap**: 8.929 eV
**Energy relative to the best compared isomer or geometry (same formula, charge and spin)**: 0.0 kcal per mole
**Structure (SMILES)**: COCCNCCOC.COCCNCCOC.COCCNCCOC.OCCO.OCCO.CCO.CCO.CCO
**LUMO**: 0.64 eV


ORCA calculation (ωB97M-V with the def2-TZVPD basis set) on 14 unconnected molecules or ions with the total composition C66H173N13O20.

```
272
C66H173N13O20 ωB97M-V with the def2-TZVPD basis set
C -5.62636 5.95382 0.51747
C -5.17352 5.23779 1.74795
C -3.72152 4.81956 1.90656
O -3.28410 3.75147 1.14384
C -2.96906 4.00819 -0.22247
N -5.68736 6.09888 2.81716
H -6.05410 5.20184 -0.14560
H -4.85123 6.56032 0.04905
H -6.43061 6.66483 0.70651
H -5.69466 4.28515 1.84269
H -3.45628 4.64638 2.94952
H -3.08673 5.69481 1.76834
H -2.69085 3.12313 -0.79464
H -2.15913 4.73104 -0.32048
H -3.77845 4.44068 -0.81064
H -5.29023 5.70751 3.65931
H -5.10231 6.88930 2.58681
C -7.15989 1.98083 -3.20402
C -7.71750 0.54380 -3.13139
C -7.68983 0.28131 -1.63709
O -8.57290 1.16767 -1.00718
C -8.62696 0.97563 0.41519
N -9.10065 0.61403 -3.62844
H -7.23149 2.43768 -4.19107
H -6.12185 1.92769 -2.87578
H -7.61723 2.61079 -2.44108
H -7.08644 -0.13917 -3.70009
H -6.71723 0.54730 -1.22309
H -7.94007 -0.75742 -1.42141
H -8.10488 0.04767 0.64852
H -9.61929 0.75602 0.80908
H -8.21008 1.88060 0.85719
H -9.46863 -0.32394 -3.55843
H -9.54303 1.13761 -2.88664
C 0.90586 -6.31805 -1.16694
C 0.87670 -5.62273 -2.54007
C 0.09672 -6.40171 -3.69997
O -1.30486 -6.70459 -3.55122
C -1.66056 -7.81471 -4.35872
N 0.31613 -4.30032 -2.49980
H -0.04989 -6.23627 -0.64930
H 1.53121 -5.77422 -0.45893
H 1.19656 -7.36739 -1.21691
H 1.89003 -5.50300 -2.92336
H 0.61257 -7.35978 -3.76401
H 0.33269 -5.96051 -4.66835
H -2.69072 -8.11382 -4.16530
H -1.06973 -8.73065 -4.36775
H -1.69906 -7.48693 -5.39755
H -0.60995 -4.26047 -2.09869
H 0.30760 -3.81439 -3.38518
C -2.70703 -7.01863 0.10061
C -3.38780 -5.89969 -0.70290
C -4.37608 -5.08960 0.19792
O -5.13047 -4.20307 -0.53104
C -6.17762 -3.70623 0.30423
N -2.44683 -4.88598 -1.31817
H -3.38074 -7.76668 0.51852
H -2.20955 -6.60372 0.97722
H -2.09852 -7.54296 -0.63621
H -3.97646 -6.44121 -1.44340
H -3.73285 -4.51384 0.86339
H -4.99597 -5.82040 0.71731
H -6.92359 -3.21944 -0.32401
H -5.81962 -2.94200 0.99408
H -6.90996 -4.41801 0.68522
H -1.99221 -5.43739 -2.03188
H -2.97003 -4.14689 -1.76552
C 5.03604 0.35312 3.33240
C 4.84185 -0.52216 4.49799
C 5.27628 -0.03386 5.84342
O 6.71294 0.32337 5.83190
C 7.21580 0.91201 6.97965
N 3.42087 -0.92644 4.55827
H 6.07925 0.63570 3.47372
H 4.44123 1.24928 3.50908
H 4.82416 0.04464 2.30867
H 5.46321 -1.39148 4.28282
H 5.06631 -0.76654 6.62266
H 4.72098 0.85571 6.14077
H 7.57951 0.36954 7.85232
H 6.84326 1.89939 7.25241
H 8.22513 1.05377 6.59333
H 2.74146 -0.21735 4.79428
H 2.94821 -1.38546 3.79276
C 5.18293 6.99473 -0.87288
C 3.70925 7.25852 -1.27122
C 2.72739 6.24410 -0.62423
O 1.40426 6.65470 -0.99777
C 0.37989 5.78725 -0.59565
N 3.47019 8.59476 -0.79804
H 5.93403 7.74864 -1.10862
H 5.56538 6.11253 -1.38626
H 5.23409 6.84356 0.20537
H 3.70314 7.25148 -2.36118
H 2.80684 6.11074 0.45466
H 3.01680 5.31478 -1.11487
H 0.63673 4.80949 -1.00326
H -0.59901 6.14481 -0.91500
H 0.25811 5.74164 0.48656
H 4.05713 9.10446 -1.44288
H 3.98223 8.57330 0.07227
C -3.06714 0.81080 -4.08321
C -3.26351 0.42015 -5.51575
C -4.60433 -0.33801 -5.91054
O -4.35859 -1.65176 -5.45149
C -5.35386 -2.69317 -5.70375
N -3.06784 1.60800 -6.31120
H -2.02026 1.03457 -3.87812
H -3.30166 -0.03426 -3.43594
H -3.77246 1.56622 -3.73683
H -2.54650 -0.27974 -5.94489
H -4.69841 -0.51281 -6.98231
H -5.48962 0.21880 -5.60341
H -5.43104 -2.98063 -6.75232
H -6.35767 -2.51821 -5.31665
H -5.00948 -3.60669 -5.21900
H -2.18557 1.56721 -6.80112
H -2.94098 2.47684 -5.81209
C 4.29971 -1.86393 -0.35335
C 3.38844 -2.87797 -1.04680
O 2.46171 -3.23305 -0.06642
H 3.84824 -0.87265 -0.39383
H 5.29186 -1.73799 -0.78682
H 4.40310 -2.11379 0.70257
H 3.93517 -3.75139 -1.40219
H 2.80664 -2.37653 -1.82022
H 1.75694 -3.60158 -0.60411
C 3.73256 1.63601 -1.74005
O 4.42048 0.70758 -2.62230
C 5.87209 0.79503 -2.38647
C 6.40418 0.19779 -3.74756
N 7.76780 0.59820 -3.93125
C 8.55189 -0.14224 -4.91990
C 8.33842 0.35145 -6.36062
O 9.36666 -0.04873 -7.26352
C 9.64857 0.73802 -8.35084
H 2.66281 1.46042 -1.85360
H 4.11048 2.63637 -1.95118
H 3.77558 1.47418 -0.66299
H 6.14260 0.21813 -1.50211
H 6.22655 1.82522 -2.35231
H 5.79398 0.57449 -4.56843
H 6.34274 -0.89015 -3.77414
H 7.80484 1.60500 -4.00255
H 8.53843 -1.22658 -4.80983
H 9.58541 0.12004 -4.69377
H 8.29519 1.44059 -6.35934
H 7.33020 0.07299 -6.66727
H 9.81663 1.78625 -8.10368
H 8.86853 0.76526 -9.11171
H 10.47262 0.30745 -8.91974
C 6.17400 9.36692 1.59523
O 4.91062 9.17696 2.21743
C 4.96536 8.98500 3.68438
C 5.80897 7.80360 4.20462
N 5.46899 6.60893 3.47126
C 6.48870 5.58092 3.57934
C 6.09963 4.30102 2.86421
O 6.27484 4.54119 1.48775
C 5.76203 3.51849 0.67711
H 6.71817 10.09818 2.19291
H 5.95440 9.57638 0.54832
H 6.66017 8.39343 1.65895
H 3.89553 8.87056 3.85901
H 5.22132 9.95605 4.10822
H 5.39265 7.70892 5.20753
H 6.85164 8.11709 4.15300
H 5.37243 6.75032 2.47587
H 6.73668 5.41411 4.62757
H 7.29449 5.97636 2.96093
H 5.10670 3.98021 3.17928
H 6.89212 3.56281 2.98718
H 6.16503 2.51819 0.83554
H 5.91547 3.88336 -0.33848
H 4.70545 3.25394 0.71897
C 1.38654 2.16952 1.91993
O 1.16066 1.70882 0.63016
C -0.21973 1.72728 0.27797
C -0.47691 0.67106 -0.86029
N 0.15214 -0.66937 -0.65964
C -0.48196 -1.53252 0.40744
C -2.01944 -1.63241 0.37167
O -2.56703 -0.47565 0.98572
C -3.86592 -0.18179 0.54541
H 1.08215 3.18640 2.16771
H 2.46480 2.11219 2.06883
H 0.87990 1.51580 2.62992
H -0.55978 2.73446 0.03703
H -0.83119 1.37073 1.10688
H 0.04900 0.89448 -1.78852
H -1.48521 0.54951 -1.25611
H 1.11763 -0.54925 -0.38856
H -0.22659 -1.23899 1.42564
H -0.09672 -2.54207 0.26427
H -2.42165 -2.53578 0.83017
H -2.23074 -1.81040 -0.68274
H -4.07756 0.82015 0.91881
H -4.58682 -0.95938 0.79792
H -4.10123 -0.12413 -0.51733
C -2.70019 0.85666 3.79311
O -2.70380 0.47359 5.17796
C -3.92924 -0.07377 5.69755
C -3.59742 -0.97664 6.86044
N -4.83066 -1.62326 7.45353
C -4.58792 -2.35429 8.74045
C -3.84566 -3.70768 8.57214
O -4.35397 -4.28184 7.39112
C -3.85914 -5.58673 7.27054
H -3.32515 1.69816 3.49413
H -2.91472 -0.06313 3.24898
H -1.65446 1.14459 3.68526
H -4.39668 -0.69463 4.93326
H -4.52765 0.76718 6.04799
H -3.18879 -0.34539 7.64952
H -2.89126 -1.76226 6.59163
H -4.98038 -2.36113 6.78030
H -5.61480 -2.54057 9.05496
H -4.08604 -1.67413 9.42863
H -4.02510 -4.29885 9.47015
H -2.79369 -3.46549 8.42111
H -4.25744 -6.36635 7.91989
H -2.79728 -5.34862 7.33249
H -4.09106 -5.93050 6.26250
C -4.24488 -4.11604 3.86192
O -3.01574 -3.45245 3.74870
C -1.90323 -4.18387 3.25163
C -0.86787 -4.28242 4.37573
N -0.72280 -3.05285 5.11674
C 0.13548 -2.00413 4.53837
C 0.33313 -0.92642 5.65268
O 0.87732 0.35376 5.32856
C 0.69350 1.44783 6.19650
H -4.80001 -3.72601 4.71503
H -4.25832 -5.20583 3.87781
H -4.90690 -3.92149 3.01812
H -1.48367 -3.51960 2.49608
H -2.18432 -5.14975 2.83192
H 0.03000 -4.81477 4.06183
H -1.30332 -4.80305 5.22863
H -1.68284 -2.76533 4.99124
H -0.41177 -1.44082 3.78254
H 1.05039 -2.45854 4.15818
H 1.15087 -1.22769 6.30739
H -0.63358 -0.85790 6.15155
H 1.12971 1.11332 7.13774
H -0.38583 1.49507 6.34115
H 1.14591 2.38627 5.87593
C -0.97447 -5.55393 -9.17253
O -0.51682 -4.61925 -8.24273
C -1.40595 -4.68299 -7.07499
C -1.51112 -3.43900 -6.32891
N -0.21428 -3.26011 -5.63768
C -0.33840 -2.07152 -4.75808
C 1.05337 -1.71676 -4.18954
O 1.80301 -1.25092 -5.28570
C 3.01814 -0.64993 -4.85628
H -0.67370 -6.57313 -8.92988
H -0.36506 -5.39331 -10.06187
H -2.04660 -5.42345 -9.31948
H -1.06440 -5.47274 -6.40587
H -2.40052 -5.03817 -7.34473
H -2.25351 -3.71085 -5.57854
H -1.66164 -2.51707 -6.89061
H 0.48564 -3.12824 -6.35379
H -1.06050 -2.13174 -3.94381
H -0.59998 -1.17349 -5.31774
H 1.44580 -2.66238 -3.81549
H 0.97252 -1.04203 -3.33731
H 3.32941 -1.04471 -3.88914
H 2.82369 0.40189 -4.64663
H 3.82737 -0.85141 -5.55818
```

Calculated values
**HOMO-LUMO gap**: 8.827 eV
**LUMO**: 0.41 eV


no.,total energy (eV)
1,-16493.051
2,-61333.835
3,-131548.402